(1)
A cluster of 9 separate species, C29H69BO13S in total, computed with ωB97M-V with the def2-TZVPD basis set.

Properties
Total charge ... 0
Structure (SMILES) ... O=C1OC(=O)C(CB(O)O)=C1S.CC(C)O.CC(C)O.CC(C)O.CC(C)O.CC(C)O.CC(C)O.CC(C)O.CC(C)O
LUMO ... -0.341 eV

Last column: Mulliken charge in e.
Cartesian coordinates (Å):
1 S 5.831791 4.860170 3.757226  -0.14
2 O -1.892342 -5.195679 -2.190354  -0.34
3 O -5.840805 -1.978310 -0.914767  -0.55
4 O 6.564693 1.322536 4.886763  -0.53
5 O 4.550079 6.263403 7.378004  -0.31
6 O -0.795135 -8.402071 -2.879638  -0.49
7 O 5.244836 5.810294 0.722673  -0.49
8 O -2.580322 3.173461 -1.421212  -0.40
9 O 6.023469 7.277478 5.916956  -0.48
10 O -1.380527 -1.057585 1.907767  -0.52
11 O -0.035832 -2.088007 -3.887668  -0.57
12 O 4.267912 4.426181 8.713341  -0.43
13 O 6.785248 2.342729 7.112471  -0.59
14 O 1.997121 1.551637 3.718567  -0.45
15 C -0.037039 -8.770986 -4.033347  0.47
16 C 1.190294 -9.559111 -3.604248  -1.34
17 C 6.146995 8.021300 0.409224  -1.21
18 C -1.370677 -1.785870 -5.869428  -1.25
19 C 5.344018 6.384105 6.259116  0.37
20 C 0.603327 -2.221675 1.189972  -1.38
21 C -1.873552 -0.536925 -3.749648  -0.53
22 C -3.174499 -5.920267 -0.284685  -1.33
23 C -4.884458 0.206551 -1.256052  -1.17
24 C 5.283951 5.067523 5.443555  0.40
25 C -0.127940 1.145761 4.778350  -1.21
26 C 4.562299 2.711576 5.941547  -0.67
27 C -2.747248 4.433052 0.626181  -1.03
28 C -2.943817 4.444356 -0.882126  0.36
29 C -1.500888 -2.254335 -0.178006  -0.42
30 C 4.578283 6.997917 -1.264425  -1.23
31 C 5.695284 6.735387 -0.266027  0.32
32 C -0.625582 -1.437949 0.755848  0.68
33 C -4.183764 -5.829054 -2.582750  -1.51
34 C -0.911298 -9.579623 -4.978935  -1.30
35 C 0.708898 2.116697 3.963013  0.51
36 C -5.387455 -1.067490 -1.917773  1.26
37 C 0.035319 2.438507 2.637877  -0.85
38 C 4.468911 4.886072 7.675792  0.08
39 C -2.109785 5.532973 -1.540067  -1.34
40 C -3.200136 -5.187280 -1.616872  0.96
41 C -6.519787 -0.777706 -2.890717  -1.58
42 C 4.757918 4.198878 6.334980  0.57
43 C -0.783732 -1.125677 -4.631202  0.33
44 B 6.046036 2.067251 5.961714  0.62
45 H 1.873220 0.737195 3.216408  0.27
46 H -2.252665 5.523464 -2.622219  0.34
47 H -2.857992 -6.958786 -0.419901  0.31
48 H -2.452411 0.217507 -4.287228  0.46
49 H -4.566043 -1.554775 -2.446681  -0.34
50 H -4.079434 -0.018090 -0.553630  0.14
51 H -3.035800 5.388235 1.070006  0.41
52 H 0.864989 3.036400 4.531426  0.26
53 H -0.640287 -2.792310 -3.616731  0.32
54 H -2.036354 -2.608402 -5.591353  0.25
55 H -4.512368 0.917010 -1.996924  0.30
56 H -1.076709 -9.211568 -2.437132  0.30
57 H -1.440533 -0.075751 -2.859492  0.18
58 H -0.316164 -0.517082 0.255912  0.29
59 H -4.183789 -5.299148 -3.537525  0.33
60 H -5.681474 0.687953 -0.681070  0.45
61 H -1.648194 3.023273 -1.223061  0.29
62 H -7.372424 -0.330244 -2.371343  0.39
63 H -3.473744 -4.141901 -1.455697  0.02
64 H -1.659865 -1.863511 2.358322  0.34
65 H 4.000238 2.162978 6.735315  0.31
66 H 0.649274 3.128127 2.053349  0.35
67 H -0.578584 -2.212789 -6.487442  0.33
68 H -1.114788 1.559785 4.994704  0.40
69 H 1.218615 -1.626236 1.868760  0.22
70 H -2.457299 -5.455570 0.394837  0.30
71 H -1.043596 5.368156 -1.357810  0.33
72 H 3.702201 7.420957 -0.763838  0.33
73 H -0.088144 -0.338654 -4.929782  0.33
74 H 7.024431 4.178821 3.815308  0.08
75 H -6.567382 -1.557867 -0.440077  0.35
76 H 0.273488 -7.845644 -4.521993  0.28
77 H -0.087288 1.533325 2.035610  -0.06
78 H -1.792927 -9.005742 -5.270672  0.31
79 H -6.197341 -0.097073 -3.681340  0.36
80 H -5.197988 -5.819910 -2.178279  0.39
81 H 6.941217 7.817216 1.129618  0.30
82 H -0.255154 0.202576 4.239231  0.14
83 H -1.702538 4.232168 0.880305  0.11
84 H 6.515845 8.743418 -0.322079  0.39
85 H -3.999327 4.600694 -1.113616  0.29
86 H -0.946925 2.889386 2.791638  0.33
87 H -1.934732 -1.069223 -6.470380  0.38
88 H 5.322777 8.477975 0.965013  0.31
89 H -0.363584 -9.860485 -5.880414  0.38
90 H 7.390091 1.611328 7.315811  0.30
91 H 1.802794 -8.970764 -2.918647  0.33
92 H -6.876566 -1.702010 -3.349618  0.38
93 H 4.495797 6.207935 1.182419  0.31
94 H -0.956258 -2.543818 -1.078792  0.21
95 H -2.378932 6.520972 -1.160988  0.38
96 H 0.900180 -10.469491 -3.071189  0.35
97 H 1.211356 -2.510805 0.330829  0.39
98 H -3.343177 3.640965 1.084059  0.31
99 H 4.257313 6.065995 -1.733752  0.32
100 H 4.900319 7.689439 -2.045611  0.37
101 H 0.365256 0.908667 5.723511  0.34
102 H 4.055872 2.591753 4.965361  0.18
103 H -2.555986 -1.317689 -3.401182  -0.23
104 H -3.900419 -6.864743 -2.793158  0.32
105 H 6.738379 1.973669 4.185286  0.27
106 H -4.158535 -5.914223 0.188632  0.36
107 H -1.270973 -10.490713 -4.491410  0.34
108 H -1.639847 -6.116088 -2.337213  0.20
109 H 6.541908 6.271895 -0.776347  0.25
110 H 0.314534 -3.126324 1.733128  0.33
111 H -2.383808 -1.682610 -0.472761  -0.24
112 H 1.800549 -9.839371 -4.464797  0.38
113 H -1.862352 -3.160018 0.317385  0.04

Force components x, y, z for each atom (eV/Å):
S -0.2 0.1 0.3
O 0.0 0.4 0.0
O 0.2 -0.3 -0.1
O 0.1 0.9 0.8
O 0.8 0.2 0.8
O -0.1 0.4 0.1
O 0.2 -0.3 -0.1
O -0.3 -0.1 -0.1
O 0.2 1.9 0.7
O 0.1 0.4 0.1
O 0.2 0.1 0.0
O -0.8 -0.7 2.5
O -0.6 -1.2 -0.6
O 0.3 0.2 0.2
C -0.1 -0.7 0.1
C 0.2 0.1 0.1
C 0.3 0.0 0.1
C 0.1 0.0 -0.2
C 0.0 -2.1 -2.3
C 0.2 0.1 0.0
C 0.0 0.2 0.1
C 0.0 0.1 0.2
C 0.3 0.0 0.0
C -0.3 0.3 2.4
C 0.0 -0.1 0.3
C 0.6 0.5 1.2
C -0.2 -0.1 0.1
C 0.7 0.1 0.2
C -0.1 0.1 -0.3
C 0.0 -0.2 -0.2
C -0.5 0.5 0.2
C -0.1 -0.7 0.2
C -0.1 0.1 -0.1
C -0.2 0.1 -0.1
C -0.3 -0.5 -0.4
C -0.5 0.5 0.3
C 0.1 0.2 -0.2
C 0.7 0.6 -4.3
C -0.1 0.1 -0.2
C 0.1 -0.6 -0.1
C 0.0 -0.2 -0.2
C -0.2 -1.8 -1.9
C -0.5 -0.5 0.2
B -0.2 0.3 0.1
H 0.0 0.1 0.0
H -0.1 0.0 0.0
H -0.1 0.0 -0.1
H 0.0 0.0 0.0
H -0.1 -0.2 0.1
H 0.0 0.0 -0.1
H 0.0 0.0 0.0
H 0.2 -0.1 0.0
H 0.0 0.0 0.0
H -0.1 0.1 0.1
H 0.0 0.0 0.1
H 0.0 0.1 0.0
H 0.0 0.0 -0.1
H -0.1 0.1 0.2
H 0.0 0.0 0.1
H -0.1 0.0 -0.1
H -0.1 0.0 0.0
H 0.1 0.1 0.0
H 0.1 0.0 -0.1
H 0.0 0.0 -0.1
H 0.2 0.4 -0.6
H 0.0 0.0 0.1
H 0.0 0.1 0.0
H 0.0 0.0 0.0
H 0.0 0.0 -0.1
H -0.1 0.0 0.0
H 0.0 0.0 0.1
H 0.1 0.1 0.0
H 0.1 -0.1 0.1
H -0.6 0.4 0.6
H 0.1 0.0 0.0
H -0.1 0.1 0.2
H -0.1 -0.1 0.2
H 0.1 0.0 0.0
H 0.0 0.0 0.0
H 0.0 0.0 0.0
H 0.0 0.0 -0.1
H -0.1 0.1 -0.1
H 0.0 0.1 -0.1
H 0.0 0.0 0.0
H 0.0 -0.2 -0.1
H 0.0 -0.1 0.0
H 0.0 0.0 0.0
H -0.1 0.0 -0.1
H 0.0 0.0 0.0
H 0.2 0.5 -0.2
H 0.0 0.0 -0.1
H 0.1 0.0 0.0
H 0.1 0.0 0.0
H 0.0 -0.1 0.0
H 0.0 0.0 0.0
H -0.1 0.0 -0.1
H 0.0 0.0 0.0
H 0.0 0.0 0.0
H 0.1 0.0 0.0
H 0.0 0.0 0.0
H 0.0 0.1 0.0
H 0.2 0.3 0.5
H 0.0 0.0 -0.1
H 0.0 0.0 0.1
H -0.3 -0.6 -0.1
H 0.0 0.0 0.0
H 0.1 0.0 0.0
H 0.1 -0.1 0.0
H -0.1 -0.2 0.1
H -0.1 0.0 -0.1
H 0.1 0.0 0.0
H 0.0 0.0 0.0
H 0.1 0.0 0.0


(2)
A cluster of 5 separate species, C29H69N4O5 in total, computed with ωB97M-V with the def2-TZVPD basis set.

Properties
Total charge ... +3
LUMO ... -6.145 eV

Last column: Mulliken charge in e.
Cartesian coordinates (Å):
1 O -5.965594 1.980005 5.362350  -0.50
2 O 0.462448 2.161055 0.132446  -0.76
3 O -1.722766 1.691989 -0.176329  -0.76
4 O -0.285077 0.001946 -0.124164  -0.13
5 O 4.147440 2.155853 3.091963  -0.45
6 N 2.262379 1.335281 -3.891914  0.13
7 N 0.516930 -3.921728 -1.758972  0.53
8 N -4.802761 2.064064 2.587812  0.13
9 N 1.241551 1.149533 3.848525  0.29
10 C 1.429926 0.456572 5.170879  -0.91
11 C -4.914568 0.631365 3.066319  -0.93
12 C -5.747754 3.198229 4.684218  -0.67
13 C -0.236203 1.325921 3.649365  -1.42
14 C 1.750289 0.270757 2.725805  -0.84
15 C 0.386966 -2.492442 -2.262957  -1.21
16 C 2.065907 2.877771 -3.797898  -0.79
17 C 2.546652 0.697765 -2.544558  0.71
18 C -0.195587 1.027873 -3.789899  0.59
19 C -3.379167 2.533560 2.836241  -1.17
20 C 2.351619 -3.467870 -0.054942  0.06
21 C 3.350424 2.652322 4.162518  -0.79
22 C -0.421653 -4.183541 -0.590296  -0.83
23 C 4.017600 0.852689 -2.099166  -0.75
24 C -1.168508 -4.752392 -3.501610  -0.06
25 C -0.014389 -3.480141 0.713838  -0.10
26 C -4.922338 2.095451 1.091665  -0.79
27 C 0.228300 -4.906069 -2.923449  -0.64
28 C 1.834881 2.567750 3.912854  -0.23
29 C 4.261136 0.301262 -0.701771  -1.32
30 C -0.504992 1.385942 -0.013555  0.42
31 C -5.836973 3.006912 3.147910  -0.41
32 C -1.438674 -5.850584 -4.512803  -1.50
33 C 1.956509 -4.119269 -1.385108  -0.83
34 C 0.839723 3.192263 -2.949883  -0.04
35 C 1.430717 -3.798620 1.108151  -1.10
36 C 3.400789 1.140061 -4.890021  -1.10
37 C 1.051760 0.784736 -4.596751  -1.04
38 C -0.455367 2.504133 -3.424780  -0.93
39 H -4.640208 0.579590 4.114327  0.45
40 H -1.629058 -6.842385 -4.083314  0.37
41 H -4.122347 1.558554 0.580779  0.22
42 H -4.229146 -0.011642 2.522095  0.34
43 H 2.346524 -0.361956 -2.710367  -0.14
44 H 0.986730 -4.628877 -3.651306  0.47
45 H 0.984014 -0.529595 5.107962  0.36
46 H 5.313104 0.548899 -0.549875  0.48
47 H -6.800819 2.581244 2.866723  0.43
48 H -5.976037 0.462063 2.904928  0.36
49 H 2.502180 0.374493 5.343871  0.41
50 H -0.136855 -2.398969 0.620258  -0.16
51 H 1.107002 1.098169 5.987902  0.36
52 H 1.909135 3.155721 -4.837638  0.46
53 H -0.432531 2.028165 2.840132  0.44
54 H 1.627080 -4.864264 1.264359  0.38
55 H 3.350816 -3.851115 0.169340  0.59
56 H -5.772642 3.974474 2.650119  0.38
57 H 3.681648 2.229361 5.107391  0.42
58 H -3.148871 2.331825 3.884456  0.58
59 H -4.806242 3.645406 4.997969  0.28
60 H -1.344123 -3.803295 -4.014647  0.29
61 H -5.919270 1.765000 0.810562  0.43
62 H 2.121386 -5.192878 -1.288353  0.45
63 H -0.949318 3.064400 -4.217997  0.45
64 H -1.393352 -3.819710 -0.907853  0.51
65 H -1.164684 2.476786 -2.597065  0.27
66 H -0.625484 -2.424920 -2.647906  0.47
67 H 3.514944 0.084206 -5.121334  0.35
68 H 1.473767 0.862379 1.846240  0.06
69 H -0.048904 0.493207 -2.844622  -0.60
70 H 1.047373 2.948790 -1.905878  -0.20
71 H 4.424719 1.284883 3.394035  0.33
72 H 1.802350 -3.319419 2.012354  0.44
73 H 2.576650 -3.672542 -2.157320  0.43
74 H 1.578737 2.995454 2.941520  0.24
75 H -1.920486 -4.750220 -2.708544  0.28
76 H 1.148328 -0.630312 2.797048  0.48
77 H -0.387387 -5.260846 -0.441390  0.43
78 H -0.706980 1.707059 4.555448  0.54
79 H -1.090663 0.627184 -4.264680  0.56
80 H 3.718791 0.870938 0.054772  0.31
81 H 2.818806 0.128006 2.732210  0.30
82 H -4.763881 3.120176 0.754166  0.42
83 H -6.910683 1.813294 5.431817  0.34
84 H -0.721492 -3.813952 1.474032  0.54
85 H 1.056299 -2.251532 -3.086999  0.25
86 H 0.353214 -5.879865 -2.457270  0.39
87 H 0.978582 1.222826 -5.591773  0.44
88 H -0.705302 0.360318 3.464433  0.51
89 H 4.031063 -0.760541 -0.650466  0.27
90 H 1.844022 1.082333 -1.807565  -0.49
91 H 4.232796 1.668082 -4.440068  0.48
92 H -0.538015 -6.090690 -5.087178  0.38
93 H 0.693789 4.273280 -2.966111  0.51
94 H 2.997572 3.248684 -3.381672  0.57
95 H -2.289128 -5.729660 -5.178834  0.39
96 H -6.585905 3.849916 4.953153  0.43
97 H 4.654294 0.316174 -2.803631  0.46
98 H 0.686606 -1.907633 -1.398152  0.24
99 H 3.084157 1.610397 -5.817099  0.48
100 H -1.186485 -0.087898 -0.531965  0.22
101 H 1.242744 -0.282554 -4.733097  0.53
102 H -3.262803 3.571819 2.554131  0.41
103 H 4.326089 1.899575 -2.124037  0.40
104 H 3.484624 3.734179 4.214561  0.36
105 H 1.214900 3.070031 4.653562  0.44
106 H 2.539157 -2.404836 -0.240529  -0.34
107 H -2.766467 1.784360 2.337848  0.24

Force components x, y, z for each atom (eV/Å):
O 0.5 -0.3 0.1
O -0.2 -1.4 0.5
O 0.6 -0.5 0.4
O -0.9 0.3 -0.6
O -0.6 -0.3 0.5
N 0.3 1.0 -1.4
N 0.4 0.4 -1.2
N 2.0 0.4 -0.9
N -0.3 0.0 1.0
C 1.1 0.5 -0.3
C -0.5 1.1 0.1
C -1.3 -0.3 -0.7
C -0.3 0.0 0.1
C -1.0 1.4 -0.2
C -0.2 -1.0 0.7
C -0.7 -1.3 0.3
C 0.6 -0.1 -0.5
C -0.3 0.4 0.7
C -0.6 -1.4 1.1
C 0.7 0.4 -0.5
C -0.6 0.8 -0.4
C 0.7 0.5 0.1
C -0.9 0.0 -0.4
C -0.7 0.1 -0.1
C 0.3 -0.1 0.1
C -0.2 0.5 -0.5
C -0.5 1.3 0.9
C 0.1 -1.1 -0.7
C 0.3 1.0 -0.3
C -0.3 2.3 -0.4
C 0.0 -0.2 1.0
C 0.4 -1.7 -0.1
C 0.1 -0.2 1.2
C 0.0 0.3 0.1
C 0.4 -0.3 -0.8
C -0.9 0.4 0.7
C -0.4 -0.4 0.3
C 0.5 -0.4 0.3
H -0.4 0.1 0.1
H -0.1 0.3 0.6
H -0.1 -0.5 0.4
H -0.3 0.1 -0.5
H -0.1 -0.1 0.2
H 0.1 -0.6 -0.1
H -0.2 0.1 0.3
H 0.1 -0.7 0.5
H 0.0 0.0 0.1
H 0.2 -1.0 0.2
H 0.0 -0.4 -0.2
H 0.0 0.0 0.0
H -0.6 -0.2 -0.1
H 0.3 0.3 0.0
H 0.2 -0.2 -0.2
H -0.6 -0.1 0.2
H 0.0 -0.1 -0.1
H 0.4 -0.1 -0.1
H -0.2 0.0 0.2
H -0.3 0.6 0.2
H 0.0 -0.1 0.1
H 0.5 0.1 0.0
H 0.1 -0.1 -0.1
H 0.0 0.0 -0.3
H 0.2 -0.1 -0.3
H -0.1 -0.3 0.0
H 0.0 0.2 0.0
H -0.1 0.7 0.5
H 0.4 -0.1 0.4
H 0.2 -0.5 -0.3
H -0.3 -0.1 0.0
H -0.1 0.0 0.0
H 0.5 0.1 -0.3
H -0.4 0.2 0.0
H -0.1 -0.4 -0.3
H 0.3 0.1 -0.1
H 0.0 -0.3 0.0
H 0.3 -0.2 -0.2
H -0.3 -0.1 -0.1
H 0.4 0.1 0.1
H 0.2 -0.2 -0.2
H -0.2 -0.2 0.0
H 0.1 -0.1 0.4
H -0.3 0.1 0.2
H 0.0 0.1 0.1
H 0.0 0.0 0.0
H 0.2 -0.6 0.0
H 0.2 -0.2 -0.4
H 0.2 0.2 0.1
H 0.2 0.0 -0.2
H 0.3 0.0 0.2
H 0.0 0.1 0.0
H 0.5 -0.4 -0.5
H -0.1 0.5 -0.4
H 0.1 0.0 0.0
H -0.1 0.3 -0.1
H 0.1 0.6 0.0
H 0.4 0.5 -0.2
H 0.0 0.0 0.1
H -0.7 0.6 -0.2
H 0.1 0.2 0.1
H 0.7 -1.1 0.5
H 0.0 0.0 0.0
H 0.2 -0.1 -0.2
H -0.1 0.0 0.0
H 0.4 0.0 0.1
H 0.4 0.1 0.3
H -0.4 0.1 0.3
H 0.2 0.7 -0.7


no.,strongest force on any atom (hartree/bohr)
1,0.0860
2,0.0451